Entry 1:
{"formula": "C13H17NO6SW", "method": "ωB97M-V/def2-TZVPD", "molar_mass_g_mol": 499.19, "e_homo_ev": -24.195, "gap_ev": 7.817, "total_charge": 4, "de_lowest_kcal_mol": 20.65, "symbols": ["W", "O", "C", "C", "N", "C", "C", "O", "O", "C", "C", "O", "O", "H", "H", "H", "H", "H", "H", "H", "H", "H", "C", "S", "O", "C", "C", "C", "C", "C", "C", "H", "H", "H", "H", "H", "H", "H", "H"], "positions_angstrom": [[0.05271, 0.06295, -0.64620], [-0.03050, -1.24540, 0.94904], [0.45710, -2.68109, 0.86215], [1.87703, -2.60675, 0.35198], [1.92893, -1.74309, -0.87301], [3.20352, -1.01853, -1.00636], [3.24365, 0.36122, -0.39166], [3.93887, 1.22823, -0.21385], [1.53115, 0.71107, 0.04769], [1.50330, -2.44734, -2.15472], [0.38677, -1.46568, -2.35068], [0.65628, -0.24958, -2.60969], [-0.66512, -1.56421, -1.58673], [0.22694, -0.83801, 1.79409], [-0.25470, -3.17032, 0.20149], [0.37559, -3.09501, 1.86670], [2.25939, -3.60794, 0.12984], [2.53225, -2.16184, 1.10352], [3.46719, -0.84995, -2.05580], [4.03193, -1.56401, -0.53643], [1.15328, -3.45914, -1.96197], [2.26227, -2.41649, -2.93355], [-2.23142, 3.70782, -1.53743], [-0.80363, 3.04929, -0.67885], [-0.41371, 1.70752, -1.52973], [-1.44311, 2.13953, 0.72522], [-1.41170, 2.63609, 1.99495], [-2.00284, 1.84110, 3.01274], [-2.54229, 0.57722, 2.75016], [-2.50407, 0.06119, 1.46902], [-1.91745, 0.80952, 0.38881], [-3.05268, 2.99552, -1.57402], [-1.86262, 4.00323, -2.52487], [-2.47814, 4.61642, -0.97239], [-0.99646, 3.60835, 2.23885], [-2.04003, 2.24071, 4.02271], [-3.02259, 0.02467, 3.54996], [-2.95975, -0.89848, 1.24649], [-2.45533, 0.70121, -0.56749]], "atomic_forces_ev_per_a": [[1.110, 0.838, -0.132], [-0.131, -0.330, 0.252], [0.085, 0.042, 0.018], [-0.078, 0.074, -0.102], [0.196, -0.161, -0.018], [-0.269, -0.125, 0.023], [1.115, -0.212, -0.406], [-0.248, 0.005, 0.201], [-1.578, -0.273, -0.392], [0.028, 0.112, 0.108], [-0.237, 0.229, 0.384], [0.180, 0.228, -0.188], [-0.121, -0.464, -0.026], [-0.072, -0.216, 0.215], [0.041, 0.010, 0.035], [0.044, -0.029, -0.030], [-0.020, -0.018, 0.062], [-0.032, -0.014, 0.013], [0.023, 0.035, 0.023], [0.049, 0.059, -0.049], [0.027, 0.001, -0.062], [-0.038, -0.068, -0.012], [0.236, -0.047, 0.152], [0.083, 0.039, -0.318], [-0.273, 0.230, 0.410], [-0.107, 0.195, -0.176], [-0.155, -0.106, -0.144], [0.043, 0.055, 0.027], [-0.038, -0.088, -0.109], [-0.030, 0.061, 0.086], [0.307, -0.018, 0.144], [-0.021, 0.020, -0.030], [-0.021, -0.014, -0.031], [-0.076, -0.007, -0.011], [-0.008, 0.020, -0.027], [-0.014, -0.012, 0.009], [0.001, -0.011, -0.007], [-0.006, -0.007, 0.045], [0.003, -0.033, 0.064]]}

=====

Entry 2:
{"formula": "C13H17O2", "method": "ωB97M-V/def2-TZVPD", "molar_mass_g_mol": 205.28, "e_homo_ev": -13.636, "gap_ev": 8.017, "total_charge": 1, "de_lowest_kcal_mol": 32.87, "symbols": ["C", "C", "C", "C", "C", "C", "C", "C", "C", "C", "C", "C", "C", "O", "O", "H", "H", "H", "H", "H", "H", "H", "H", "H", "H", "H", "H", "H", "H", "H", "H", "H"], "positions_angstrom": [[-0.55729, -0.28510, -2.39625], [0.95675, -0.08932, -2.65045], [-1.81350, -1.25152, -0.98577], [1.41453, -0.07965, -3.89991], [1.90583, 0.02747, -1.50466], [1.50648, -0.96693, -0.31484], [-0.48436, -0.04378, 2.94483], [-1.92393, -0.19646, 2.28483], [0.53163, -0.70284, 2.03552], [-1.91259, 0.70961, 0.98639], [-1.29364, 0.29765, -1.28132], [0.55603, -0.06560, 0.65691], [-0.76746, 0.30663, 0.09643], [-2.39374, -1.91188, -0.18202], [-1.08598, -1.70059, -2.01579], [-1.07180, -0.13969, -3.28637], [0.85837, -0.04836, -4.81972], [2.47317, -0.01787, -4.04225], [2.93271, 0.01413, -1.80097], [1.75150, 1.00957, -1.00098], [0.92889, -1.68550, -0.73569], [2.35930, -1.34196, 0.20190], [-0.29595, 1.01383, 2.93639], [-0.58806, -0.35323, 3.94192], [-2.05890, -1.18797, 2.02146], [-2.74511, 0.27018, 2.82732], [1.55019, -0.60953, 2.53499], [0.27405, -1.72196, 1.93290], [-2.85129, 0.66764, 0.47100], [-1.54961, 1.68975, 1.20533], [-2.13760, 0.97395, -1.58198], [1.19424, 0.80485, 0.70798]], "atomic_forces_ev_per_a": [[1.980, -1.428, -0.679], [-0.947, -0.771, -0.133], [0.519, -2.330, -0.409], [-0.125, 0.289, 0.191], [-1.388, 0.080, 2.227], [-0.074, 4.496, -0.466], [-2.345, 0.635, -1.988], [1.757, 3.635, -0.112], [0.685, 1.074, 1.816], [1.967, -2.509, 0.623], [-0.141, 0.407, 2.096], [1.424, -2.199, -0.938], [-1.925, 1.125, -0.808], [0.096, 1.571, -0.806], [0.663, 1.118, 0.186], [-0.698, 0.600, -1.726], [-0.560, -0.283, 0.033], [0.506, 0.107, -0.061], [0.549, -0.363, -0.291], [0.368, -0.165, -0.917], [-1.388, -2.735, -0.867], [0.373, -0.211, 0.592], [0.283, 0.693, 0.429], [0.559, -0.794, 1.314], [-0.820, -1.844, -0.376], [0.141, -0.651, 0.637], [-1.097, -0.293, -0.962], [-0.002, -1.376, -0.101], [-0.362, 0.387, -0.287], [-0.378, 1.296, 0.700], [0.799, -0.511, 0.902], [-0.419, 0.949, 0.181]]}

=====

Entry 3:
{"formula": "C13H18B2N4O11", "method": "ωB97M-V/def2-TZVPD", "molar_mass_g_mol": 427.93, "e_homo_ev": -9.827, "gap_ev": 8.768, "total_charge": 0, "symbols": ["N", "B", "O", "C", "C", "C", "C", "C", "C", "C", "O", "C", "C", "B", "O", "O", "C", "O", "H", "H", "H", "H", "H", "H", "H", "H", "H", "C", "N", "O", "O", "H", "H", "H", "C", "N", "O", "O", "H", "H", "H", "C", "N", "O", "O", "H", "H", "H"], "positions_angstrom": [[1.68788, -1.55665, -2.22519], [2.92068, -0.78872, -2.17781], [3.66295, -0.58085, -3.32747], [3.45077, -0.14320, -0.81657], [4.75781, 0.35685, -0.75676], [5.24825, 0.94829, 0.40775], [4.40891, 1.04730, 1.51100], [3.10362, 0.56075, 1.47496], [2.63220, -0.03830, 0.31632], [2.25446, 0.72931, 2.67701], [1.39153, -0.05083, 2.98491], [2.55646, 1.94063, 3.48193], [3.80005, 2.42770, 3.52220], [4.21362, 3.74171, 4.30250], [4.61584, 4.82940, 3.56453], [4.19269, 3.81734, 5.65274], [4.86210, 1.70320, 2.76697], [5.99563, 1.65215, 3.15705], [1.51005, -1.91330, -1.29204], [0.93463, -0.88632, -2.37799], [3.82899, 0.36267, -3.42633], [5.41734, 0.29937, -1.60928], [6.24819, 1.34873, 0.47393], [1.61806, -0.40686, 0.26760], [1.74459, 2.40591, 4.01939], [4.27207, 4.78870, 2.66794], [4.19166, 4.74057, 5.93064], [-2.32325, 1.09285, -3.29834], [-1.28444, 0.25227, -2.64586], [-1.24883, -0.92504, -2.92571], [-0.53459, 0.80841, -1.86322], [-2.90689, 0.46074, -3.95584], [-2.93745, 1.51545, -2.50935], [-1.80872, 1.87442, -3.84913], [-3.04534, -2.82443, 0.04851], [-4.09123, -1.84208, -0.34970], [-4.00526, -1.34143, -1.45258], [-4.96511, -1.60545, 0.45698], [-2.34362, -2.92516, -0.77143], [-2.56134, -2.43740, 0.94022], [-3.54775, -3.76333, 0.26017], [-7.75919, -2.40932, -1.36996], [-8.93617, -3.31455, -1.26338], [-10.03431, -2.84511, -1.47389], [-8.71018, -4.46992, -0.96990], [-8.10854, -1.41943, -1.63629], [-7.26258, -2.40156, -0.40469], [-7.10623, -2.81547, -2.13654]], "atomic_forces_ev_per_a": [[0.704, 0.319, 0.501], [0.056, -0.112, 0.320], [-0.929, 0.404, -0.112], [0.157, -0.117, -0.294], [0.018, 0.278, 0.687], [-0.454, -0.223, -0.020], [0.125, 0.015, -0.151], [0.182, -0.144, -0.511], [0.354, -0.067, -0.214], [0.158, 0.241, -0.029], [-0.613, -0.264, 0.038], [0.280, 0.213, -0.076], [-0.152, 0.145, 0.468], [0.324, -0.183, -0.315], [-0.480, 0.131, 0.169], [-0.380, 0.057, 0.004], [-0.617, -0.087, -0.326], [0.838, 0.197, 0.187], [-0.245, -0.107, -0.019], [-0.139, -0.449, -0.453], [0.600, -0.101, -0.027], [-0.036, -0.132, -0.187], [0.129, -0.040, -0.015], [-0.122, 0.011, 0.153], [-0.164, -0.140, 0.234], [0.293, 0.037, -0.142], [0.305, -0.010, 0.165], [-0.100, -0.041, -0.096], [-0.261, 0.030, -0.058], [0.032, 0.059, 0.042], [0.021, -0.037, -0.023], [0.019, -0.048, 0.027], [0.047, 0.042, 0.021], [0.018, 0.043, 0.073], [0.143, -0.026, -0.103], [0.097, -0.038, 0.008], [-0.080, 0.087, -0.030], [-0.037, -0.017, -0.008], [-0.027, 0.046, -0.029], [-0.065, -0.026, 0.053], [-0.030, 0.027, 0.081], [-0.006, 0.160, -0.014], [0.001, 0.027, -0.017], [0.002, -0.018, 0.006], [0.003, -0.013, 0.001], [-0.052, -0.015, -0.003], [0.046, -0.057, -0.020], [0.035, -0.055, 0.052]]}